No. 1
The following is a quantum chemistry calculation of C23H20BrINOS2Y as an isolated structure, from the OMol25 dataset.

Each line ends with the Mulliken charge.
Geometry (Å):
I 0.2096 0.2010 3.0116  0.25
H 0.4498 -4.9475 3.7125  0.43
C 3.0603 -2.6251 -2.2242  -0.58
H 3.0025 -1.5562 -0.2670  0.21
H -6.9890 0.6657 -0.9144  0.43
C 1.7506 -1.0151 -3.4938  -0.61
H -6.1738 -1.6648 -0.8748  0.41
H -3.8104 -2.1504 -0.5435  0.38
C 1.0326 -4.0512 3.5508  -0.39
C -2.7317 2.3281 -0.2483  0.74
C 2.4175 -4.1042 3.5214  -0.58
C 1.1349 -1.6928 3.1726  0.26
H 0.9217 6.7541 0.2625  0.41
C 1.2181 4.6351 0.4471  -0.82
C 3.1619 -2.9518 3.3058  -0.62
H -1.4912 6.5787 -0.2390  0.44
Y -0.9448 -0.0944 0.1255  1.45
Br -1.5093 -2.8111 3.3567  -0.11
C -5.4768 -0.8473 -0.7441  -0.68
C 3.2228 -1.4057 -1.3237  -0.46
H -5.4119 2.5276 -0.6210  0.37
C -5.0459 1.5074 -0.6038  -0.94
C 0.4513 5.7819 0.2180  -0.54
H 0.7678 -1.4681 -3.3529  0.32
S -3.1171 3.9835 -0.4394  -0.28
H 3.7681 -1.6090 -3.9979  0.32
H 2.2720 4.7384 0.6657  0.42
H 2.5510 -2.8275 -4.3460  0.36
H 3.9392 -3.2647 -2.1624  0.38
H 4.2124 -0.9543 -1.4157  0.47
H 2.9150 -5.0526 3.6700  0.42
C 0.3789 -2.8393 3.3734  0.20
C -3.6931 1.2336 -0.4128  0.92
C 2.8487 -2.0657 -3.6273  -0.63
C -0.7114 3.2762 0.1203  0.01
H 3.0914 -0.8276 2.9953  0.47
C -5.9375 0.4608 -0.7684  -0.68
C 2.5196 -1.7364 3.1271  -0.52
C -4.1237 -1.1112 -0.5534  -0.22
H 1.2491 2.4927 0.5853  0.32
H 1.7044 -0.2856 -4.2992  0.41
C -3.1883 -0.0896 -0.3785  -0.18
H 2.1960 -3.2150 -1.9127  0.26
C -0.8981 5.6920 -0.0621  -0.63
O 0.7689 -0.3585 -1.0904  -0.40
C -1.4678 4.4249 -0.1085  0.77
S 2.0671 -0.1402 -1.9279  0.35
H 4.2423 -2.9927 3.2936  0.44
N -1.4529 2.0957 0.0370  -0.42
C 0.6492 3.3778 0.4010  -0.34

The value obtained for the electronic energy is -128557.5519 eV. The value obtained for the orbital gap is 7.6518 eV. The value obtained for the max |F| is 0.7 eV/Å. The charge is +2. The calculation puts the HOMO energy at -13.7397 eV.

=====

No. 2
The following is a quantum chemistry calculation of C23H20CdF6NO4PS2 as an isolated structure, from the OMol25 dataset.

Each line ends with the Mulliken charge.
Geometry (Å):
C 2.8700 -0.9759 2.2481  0.86
C 4.8444 0.2936 1.6733  -0.82
H 1.5457 -2.5356 1.6616  -0.10
H 2.9358 -3.0854 2.5967  0.54
C -0.6424 2.4775 3.7704  -0.89
C 2.2019 -2.2896 2.4990  -0.76
C -0.9684 3.7576 1.3476  -0.93
H 5.8897 0.3173 1.4031  0.39
H -1.4942 4.2311 4.6473  0.44
N 0.3226 -3.0604 -0.0943  -0.35
H 2.8567 -0.3293 4.9319  0.25
Cd -0.5218 -0.2669 0.1113  0.39
C 2.1452 0.2193 2.3288  1.31
H -1.1856 -2.0957 7.5727  0.40
C -1.6894 -1.7197 5.5256  -0.96
C -1.1894 3.7442 3.7337  -0.86
O -1.9743 -2.0328 -0.1466  -0.76
F 2.8431 -4.0233 -0.9910  -0.22
C -1.2689 -1.1338 4.3495  -1.17
C 4.2177 -0.9145 1.9233  -0.88
C 0.0407 1.8644 0.0860  -1.65
C 2.0976 0.3193 5.3690  -1.43
H 2.2360 2.3630 2.1906  0.49
C -0.2158 1.8473 2.6001  0.63
F -2.8433 -4.1731 1.6602  -0.22
S -1.2372 -3.2659 -0.2985  1.00
O 1.8172 -1.1254 -0.5329  -0.54
H 1.5904 -2.2629 3.4017  0.06
H -1.1037 4.2638 0.4029  0.39
C -0.8778 -1.6416 6.6448  -0.60
H 2.4191 0.5858 6.3737  0.53
C 2.2963 -3.2793 -1.9512  0.59
C -0.3916 2.4848 1.3506  1.05
C -1.3455 4.3874 2.5146  -0.70
H 4.6132 2.4185 1.5787  0.44
C -1.5470 -4.0954 1.3655  0.69
H 2.0412 1.2181 4.7582  0.21
F -1.0209 -5.3072 1.4848  -0.23
C 0.3306 -0.9725 6.5820  -0.80
H -0.2445 2.4815 -0.7658  0.49
H 4.7825 -1.8313 1.8465  0.48
C 2.7847 1.4358 2.0983  -0.79
C 4.1273 1.4734 1.7700  -0.88
P 0.3384 0.1236 2.5915  1.61
O 0.0966 -1.6808 -2.1582  -0.57
H 1.1237 1.7140 0.0736  0.32
H -1.8876 -1.1786 3.4602  0.47
H -2.6346 -2.2362 5.5676  0.44
F -0.9766 -3.2994 2.2799  -0.12
S 1.0150 -2.1422 -1.1612  0.61
C -0.0386 -0.4817 4.2746  0.62
F 3.2680 -2.5734 -2.5260  -0.21
C 0.7789 -0.3864 5.4041  1.34
H -1.7505 5.3868 2.4783  0.39
O -1.6096 -4.1487 -1.3405  -0.61
H -0.5532 1.9631 4.7177  0.39
F 1.7753 -4.0957 -2.8584  -0.20
H 0.9482 -0.9066 7.4660  0.44

The value obtained for the electronic energy is -85683.2582 eV. The value obtained for the orbital gap is 8.4166 eV. The value obtained for the max |F| is 2.2 eV/Å. The charge is 0. The calculation puts the HOMO energy at -8.2882 eV.

=====

No. 3
The following is a quantum chemistry calculation of C23H20CdN3O3Se as an isolated structure, from the OMol25 dataset.

Each line ends with the Mulliken charge.
Geometry (Å):
C 0.7235 -0.2279 -2.0953  -0.67
H -2.4468 0.5828 -0.1660  0.12
N -5.0791 2.5475 0.5702  -0.61
C -3.1765 1.0778 0.4645  0.19
C 0.3521 1.1704 -2.2941  0.55
C 1.2457 2.2472 -2.1316  -0.62
Se -1.8523 -0.1208 2.7695  -0.54
H 3.7860 -3.6803 -1.8476  0.35
C 3.5994 -2.6632 -2.1773  -0.53
H 1.5703 -2.7056 -1.5002  0.41
C -4.0916 1.6675 2.5748  -0.47
C -0.4773 3.8757 -2.5963  -0.54
H -0.7937 4.9051 -2.7091  0.38
H -0.3744 -1.5019 5.5682  0.22
C 4.2982 -0.6720 -3.2758  -0.57
H -4.1067 1.6238 3.6563  0.35
H 5.5881 -2.3800 -2.9764  0.36
C -0.9825 1.5155 -2.5865  -0.49
C -5.0233 2.4356 1.8960  -0.32
N 1.3407 -1.0948 1.0498  -0.28
O 0.1695 -2.5152 3.0481  -0.64
H -5.7721 2.9894 2.4550  0.33
C 2.3507 -2.1091 -1.9606  -0.88
H -2.4233 3.0470 -2.9607  0.37
H 0.5375 -3.0227 5.4400  0.27
H 1.1375 -1.7156 6.5013  0.22
C -3.1426 0.9520 1.8504  0.28
C 4.6080 -1.9489 -2.8172  -0.56
H 1.5648 4.3593 -2.1500  0.35
H 1.0093 -0.1997 0.7017  0.23
H -1.7033 0.7130 -2.6960  0.48
C 1.0448 -1.7016 3.2898  0.63
Cd -1.3180 -1.8693 1.0291  1.29
C 0.8406 3.5634 -2.2874  -0.69
C -0.2601 -1.0878 -1.5798  0.60
H -4.1802 1.9783 -1.1927  0.39
O -3.2127 -4.4699 2.2401  -0.16
C 2.0265 -0.7850 -2.3630  0.75
O 1.4173 -1.3669 4.5368  -0.40
H 2.3473 -0.2666 2.6986  0.24
H 2.8470 0.8639 -3.4961  0.60
H 2.0633 -1.4458 0.4304  0.22
N 1.7716 -1.0271 2.3721  -0.29
H 2.2681 2.0454 -1.8401  0.52
H 5.0460 -0.0989 -3.8148  0.35
C -4.1522 1.8742 -0.1132  -0.46
C 3.0514 -0.1091 -3.0720  -0.52
C -2.2263 -4.2720 1.7376  0.17
C 0.6201 -1.9468 5.5748  -0.57
C -1.3848 2.8309 -2.7337  -0.48
C -1.0455 -1.8611 -1.0214  -0.89

The value obtained for the electronic energy is -104698.0602 eV. The value obtained for the orbital gap is 4.9871 eV. The value obtained for the max |F| is 0.8 eV/Å. The charge is -1. The calculation puts the HOMO energy at -2.5415 eV.

=====

No. 4
The following is a quantum chemistry calculation of C23H20Cl5N7O3S3Tl as an isolated structure, from the OMol25 dataset.

Each line ends with the Mulliken charge.
Geometry (Å):
C -2.1515 -2.1017 -2.4297  -0.95
C 5.2371 2.2287 1.0331  -0.58
H -0.4745 -1.3932 -4.5294  0.44
N -0.7785 -1.6595 -2.4622  0.21
S -1.0128 1.1052 0.0540  -0.34
C 2.3349 1.5278 2.2642  -0.65
C 1.9159 -1.1607 2.2858  -0.39
N 0.8864 -0.3348 2.5643  -0.24
C 4.3345 1.2073 0.8287  0.53
Cl -5.2312 -2.2898 6.6094  -0.15
C -2.4434 -2.5697 3.7882  0.77
H 2.4505 2.6024 2.2177  0.45
C 4.9802 0.9884 -1.3347  -0.07
H 6.7850 3.3159 -0.0028  0.44
O 4.1059 -1.0939 -2.5626  -0.74
C -3.9940 1.9180 -2.3164  -0.24
C 1.1214 0.9833 2.6224  -0.57
O 3.5581 1.1312 -3.3950  -0.75
C 3.1520 -0.6925 1.9112  -0.77
N 5.8965 1.9479 -1.2451  -0.44
N 4.2103 0.5745 -0.3335  -0.09
C -1.6961 2.9357 -2.4618  -0.96
H 1.8402 -1.4755 -3.8686  0.35
C -4.2949 -0.6938 4.6566  -0.21
S -0.1235 -2.6710 -0.0404  -0.38
C -4.2032 -1.9330 5.2946  0.48
H -2.1865 3.8666 -2.7332  0.37
C -3.2702 -2.8795 4.8641  -0.24
C -3.4514 -0.4220 3.5830  0.73
C 6.0235 2.5464 -0.0700  -0.33
N -2.6882 2.0422 -1.8677  0.24
S 4.6101 0.2252 -2.9324  1.31
H 1.6653 0.1962 -3.4021  0.44
H 1.6949 -2.2198 2.2742  0.58
C -0.2621 -0.8828 -3.5916  -0.29
H -4.3586 2.4830 -3.1554  0.50
C 0.1431 -1.7482 -1.5037  0.14
H 2.1723 -1.2733 -1.3912  0.20
O 5.8285 0.2383 -3.6869  -0.67
C -2.5293 -1.3509 3.1296  -0.71
H -2.3240 -2.7159 -1.5508  0.35
H -3.8558 0.0491 0.2181  0.12
H -5.6226 0.6640 -1.5113  0.47
C 1.2299 -0.7905 -3.2820  -0.68
Cl -3.5384 1.1324 2.8133  -0.16
H 5.3494 2.7303 1.9839  0.46
H -2.3662 -2.6905 -3.3214  0.32
H -2.8302 -1.2439 -2.4159  0.27
C -4.6116 1.0282 -1.5178  -0.68
H -0.9135 3.1402 -1.7376  0.35
H 3.9186 -1.3775 1.5768  0.47
Tl -1.1053 -1.0151 1.5572  0.46
N -3.6684 0.6120 -0.5970  0.41
H -0.7468 0.0975 -3.6051  -0.07
Cl -1.2651 -3.7246 3.2555  -0.21
Cl -5.4270 0.4714 5.1931  -0.15
C -2.4975 1.2351 -0.8107  -0.07
N 1.2804 -1.2084 -1.8741  0.28
Cl -3.1479 -4.3928 5.6484  -0.15
H -1.2634 2.4817 -3.3503  0.33
C 3.3309 0.6832 1.7925  0.91
H 0.2772 1.6152 2.8706  0.57

The value obtained for the electronic energy is -140554.2345 eV. The value obtained for the orbital gap is 6.4473 eV. The value obtained for the max |F| is 0.5 eV/Å. The charge is +1. The calculation puts the HOMO energy at -10.4180 eV.

=====

Question: What is the formula in the second record?
Answer: C23H20CdF6NO4PS2

=====

Repeat the third record exactly.
The following is a quantum chemistry calculation of C23H20CdN3O3Se as an isolated structure, from the OMol25 dataset.

Each line ends with the Mulliken charge.
Geometry (Å):
C 0.7235 -0.2279 -2.0953  -0.67
H -2.4468 0.5828 -0.1660  0.12
N -5.0791 2.5475 0.5702  -0.61
C -3.1765 1.0778 0.4645  0.19
C 0.3521 1.1704 -2.2941  0.55
C 1.2457 2.2472 -2.1316  -0.62
Se -1.8523 -0.1208 2.7695  -0.54
H 3.7860 -3.6803 -1.8476  0.35
C 3.5994 -2.6632 -2.1773  -0.53
H 1.5703 -2.7056 -1.5002  0.41
C -4.0916 1.6675 2.5748  -0.47
C -0.4773 3.8757 -2.5963  -0.54
H -0.7937 4.9051 -2.7091  0.38
H -0.3744 -1.5019 5.5682  0.22
C 4.2982 -0.6720 -3.2758  -0.57
H -4.1067 1.6238 3.6563  0.35
H 5.5881 -2.3800 -2.9764  0.36
C -0.9825 1.5155 -2.5865  -0.49
C -5.0233 2.4356 1.8960  -0.32
N 1.3407 -1.0948 1.0498  -0.28
O 0.1695 -2.5152 3.0481  -0.64
H -5.7721 2.9894 2.4550  0.33
C 2.3507 -2.1091 -1.9606  -0.88
H -2.4233 3.0470 -2.9607  0.37
H 0.5375 -3.0227 5.4400  0.27
H 1.1375 -1.7156 6.5013  0.22
C -3.1426 0.9520 1.8504  0.28
C 4.6080 -1.9489 -2.8172  -0.56
H 1.5648 4.3593 -2.1500  0.35
H 1.0093 -0.1997 0.7017  0.23
H -1.7033 0.7130 -2.6960  0.48
C 1.0448 -1.7016 3.2898  0.63
Cd -1.3180 -1.8693 1.0291  1.29
C 0.8406 3.5634 -2.2874  -0.69
C -0.2601 -1.0878 -1.5798  0.60
H -4.1802 1.9783 -1.1927  0.39
O -3.2127 -4.4699 2.2401  -0.16
C 2.0265 -0.7850 -2.3630  0.75
O 1.4173 -1.3669 4.5368  -0.40
H 2.3473 -0.2666 2.6986  0.24
H 2.8470 0.8639 -3.4961  0.60
H 2.0633 -1.4458 0.4304  0.22
N 1.7716 -1.0271 2.3721  -0.29
H 2.2681 2.0454 -1.8401  0.52
H 5.0460 -0.0989 -3.8148  0.35
C -4.1522 1.8742 -0.1132  -0.46
C 3.0514 -0.1091 -3.0720  -0.52
C -2.2263 -4.2720 1.7376  0.17
C 0.6201 -1.9468 5.5748  -0.57
C -1.3848 2.8309 -2.7337  -0.48
C -1.0455 -1.8611 -1.0214  -0.89

The value obtained for the electronic energy is -104698.0602 eV. The value obtained for the orbital gap is 4.9871 eV. The value obtained for the max |F| is 0.8 eV/Å. The charge is -1. The calculation puts the HOMO energy at -2.5415 eV.

=====

Repeat the second record exactly.
The following is a quantum chemistry calculation of C23H20CdF6NO4PS2 as an isolated structure, from the OMol25 dataset.

Each line ends with the Mulliken charge.
Geometry (Å):
C 2.8700 -0.9759 2.2481  0.86
C 4.8444 0.2936 1.6733  -0.82
H 1.5457 -2.5356 1.6616  -0.10
H 2.9358 -3.0854 2.5967  0.54
C -0.6424 2.4775 3.7704  -0.89
C 2.2019 -2.2896 2.4990  -0.76
C -0.9684 3.7576 1.3476  -0.93
H 5.8897 0.3173 1.4031  0.39
H -1.4942 4.2311 4.6473  0.44
N 0.3226 -3.0604 -0.0943  -0.35
H 2.8567 -0.3293 4.9319  0.25
Cd -0.5218 -0.2669 0.1113  0.39
C 2.1452 0.2193 2.3288  1.31
H -1.1856 -2.0957 7.5727  0.40
C -1.6894 -1.7197 5.5256  -0.96
C -1.1894 3.7442 3.7337  -0.86
O -1.9743 -2.0328 -0.1466  -0.76
F 2.8431 -4.0233 -0.9910  -0.22
C -1.2689 -1.1338 4.3495  -1.17
C 4.2177 -0.9145 1.9233  -0.88
C 0.0407 1.8644 0.0860  -1.65
C 2.0976 0.3193 5.3690  -1.43
H 2.2360 2.3630 2.1906  0.49
C -0.2158 1.8473 2.6001  0.63
F -2.8433 -4.1731 1.6602  -0.22
S -1.2372 -3.2659 -0.2985  1.00
O 1.8172 -1.1254 -0.5329  -0.54
H 1.5904 -2.2629 3.4017  0.06
H -1.1037 4.2638 0.4029  0.39
C -0.8778 -1.6416 6.6448  -0.60
H 2.4191 0.5858 6.3737  0.53
C 2.2963 -3.2793 -1.9512  0.59
C -0.3916 2.4848 1.3506  1.05
C -1.3455 4.3874 2.5146  -0.70
H 4.6132 2.4185 1.5787  0.44
C -1.5470 -4.0954 1.3655  0.69
H 2.0412 1.2181 4.7582  0.21
F -1.0209 -5.3072 1.4848  -0.23
C 0.3306 -0.9725 6.5820  -0.80
H -0.2445 2.4815 -0.7658  0.49
H 4.7825 -1.8313 1.8465  0.48
C 2.7847 1.4358 2.0983  -0.79
C 4.1273 1.4734 1.7700  -0.88
P 0.3384 0.1236 2.5915  1.61
O 0.0966 -1.6808 -2.1582  -0.57
H 1.1237 1.7140 0.0736  0.32
H -1.8876 -1.1786 3.4602  0.47
H -2.6346 -2.2362 5.5676  0.44
F -0.9766 -3.2994 2.2799  -0.12
S 1.0150 -2.1422 -1.1612  0.61
C -0.0386 -0.4817 4.2746  0.62
F 3.2680 -2.5734 -2.5260  -0.21
C 0.7789 -0.3864 5.4041  1.34
H -1.7505 5.3868 2.4783  0.39
O -1.6096 -4.1487 -1.3405  -0.61
H -0.5532 1.9631 4.7177  0.39
F 1.7753 -4.0957 -2.8584  -0.20
H 0.9482 -0.9066 7.4660  0.44

The value obtained for the electronic energy is -85683.2582 eV. The value obtained for the orbital gap is 8.4166 eV. The value obtained for the max |F| is 2.2 eV/Å. The charge is 0. The calculation puts the HOMO energy at -8.2882 eV.